Record 1
ORCA calculation (ωB97M-V with the def2-TZVPD basis set) on 18 unconnected molecules or ions with the total composition C39H33BBrCl70FN2O4PS in a non-equilibrium geometry.

Values from the calculation:
2S+1: 1
Net charge: -1
LUMO in Eh: 0.035

Each line ends with the Löwdin charge.
Element x y z (Å)
C1 -0.8760 0.2999 7.1938  -0.13
C2 -1.8824 0.5252 5.9704  -0.35
C3 -2.1178 -0.5833 4.8713  -0.60
Br1 -4.1561 -0.3514 4.5728  0.67
P1 -1.0472 -0.7869 3.2590  0.58
C4 -1.9424 0.7867 2.6126  -0.38
C5 -3.1716 0.8463 1.6619  -0.50
S1 -3.8447 2.6438 1.7912  0.88
C6 -3.6716 3.4241 0.1069  -0.52
N1 -2.4002 3.8666 -0.4037  -0.02
N2 -2.4986 4.3680 -1.6811  0.00
C7 -3.9176 4.2276 -1.9721  -0.14
O1 -4.6701 3.6496 -0.8806  -0.09
C8 0.4683 0.1787 3.9837  -0.19
B1 0.6016 1.7409 4.0559  -0.59
O2 0.5752 2.5020 5.3184  0.02
O3 0.8976 2.6203 2.9173  0.02
C9 -2.2924 -2.0657 2.6022  -0.25
C10 -2.0769 -3.3969 1.8324  -0.30
O4 -3.1821 -4.0907 1.7830  -0.03
C11 -1.0815 -4.3257 1.0707  -0.11
C12 -1.4161 -4.6198 -0.4460  -0.03
C13 -0.6020 -5.5475 -1.3566  -0.07
C14 0.6372 -6.2715 -0.7856  -0.09
C15 1.0103 -6.0838 0.7032  -0.07
C16 0.1334 -5.1343 1.5648  -0.05
C17 -0.0384 -2.2786 3.9304  -0.29
C18 -0.2219 -2.8843 5.3842  -0.30
C19 -1.3041 -4.1109 5.4282  -0.05
F1 1.0218 -3.6027 5.7663  -0.14
C20 -0.0440 -0.6737 1.5796  -0.64
Cl1 1.2304 -2.0293 1.3059  0.52
C21 -0.7029 -0.4276 0.1502  -0.63
C22 -1.7618 -1.2855 -0.6085  -0.17
Cl2 0.8061 -0.5092 -1.0265  0.46
H1 0.2242 0.4955 6.9916  0.05
H2 -1.1675 1.0761 8.0044  0.09
H3 -1.0330 -0.7171 7.7233  0.08
H4 -2.8703 0.5593 6.5939  0.07
H5 -1.8628 1.6264 5.6164  0.11
H6 -2.2988 -1.5497 5.4688  0.03
H7 -1.2260 1.4705 1.9950  0.09
H8 -2.2359 1.5233 3.4636  0.06
H9 -4.1231 0.2602 1.8300  0.03
H10 -3.0286 0.8237 0.5190  0.06
H11 -4.2957 4.5511 -3.0236  0.03
H12 1.4861 -0.0862 3.4779  0.08
H13 0.6578 -0.2427 5.0495  0.09
H14 1.3139 2.1176 5.8528  0.08
H15 1.5299 2.1574 2.3285  0.05
H16 -3.2751 -1.6710 2.1747  0.07
H17 -2.6684 -2.5386 3.6039  0.08
H18 -2.3334 -4.1113 -0.9220  0.10
H19 -0.9378 -5.6775 -2.4483  0.09
H20 1.2171 -6.9685 -1.4802  0.01
H21 1.9026 -6.6426 1.1373  0.02
H22 0.4170 -5.0526 2.6606  0.09
H23 -0.0599 -3.2508 3.3466  0.03
H24 1.1054 -2.0905 3.9849  0.08
H25 -0.3885 -2.1875 6.2544  0.10
H26 -0.9376 -4.9033 6.1775  0.09
H27 -1.5110 -4.5376 4.3883  0.07
H28 -2.2754 -3.6856 5.8670  0.07
H29 0.6578 0.2631 1.5700  0.06
H30 -0.9649 0.6947 -0.0027  0.09
H31 -1.2192 -2.0863 -1.2287  0.06
H32 -2.1916 -0.5980 -1.4458  0.07
H33 -2.6968 -1.6459 -0.0749  0.08
C23 -5.7265 1.0925 -3.8956  -2.00
Cl3 -6.9035 0.0316 -4.6985  0.50
Cl4 -4.5394 1.6695 -5.0858  0.52
Cl5 -6.5718 2.4822 -3.1825  0.53
Cl6 -4.8904 0.1882 -2.6157  0.54
C24 -1.4684 7.4634 -3.5486  -2.00
Cl7 -1.4377 7.4432 -1.7774  0.53
Cl8 -3.0270 6.8488 -4.1147  0.51
Cl9 -1.2345 9.1282 -4.1287  0.51
Cl10 -0.1678 6.4299 -4.1745  0.48
C25 3.8949 -8.6278 -0.9725  -1.99
Cl11 3.3484 -8.7176 0.7098  0.56
Cl12 2.5535 -9.0737 -2.0435  0.52
Cl13 4.4159 -6.9698 -1.3371  0.51
Cl14 5.2559 -9.7443 -1.2205  0.50
C26 3.6280 7.9594 -5.3198  -1.98
Cl15 3.4053 7.4403 -7.0044  0.48
Cl16 4.7315 9.3512 -5.2655  0.50
Cl17 2.0559 8.4200 -4.6368  0.49
Cl18 4.3144 6.6218 -4.3744  0.52
C27 5.1597 -4.0079 -4.5952  -2.03
Cl19 5.0863 -5.5568 -5.4639  0.50
Cl20 6.4528 -3.0029 -5.2846  0.51
Cl21 3.6052 -3.1649 -4.7549  0.53
Cl22 5.4957 -4.3086 -2.8775  0.49
C28 4.7294 3.4231 2.7298  -1.99
Cl23 4.6748 2.9344 4.4375  0.49
Cl24 3.4707 4.6351 2.4217  0.53
Cl25 6.3251 4.1168 2.3626  0.51
Cl26 4.4509 2.0037 1.6992  0.52
C29 4.1300 -12.1667 -4.6278  -2.01
Cl27 3.5920 -12.2590 -2.9381  0.50
Cl28 2.7884 -12.6147 -5.7024  0.50
Cl29 4.6528 -10.5087 -4.9929  0.51
Cl30 5.4885 -13.2851 -4.8793  0.51
C30 5.3548 -2.3018 2.3073  -2.00
Cl31 4.1777 -3.3326 1.4728  0.50
Cl32 6.5555 -1.7057 1.1405  0.49
Cl33 4.5103 -0.9251 3.0451  0.50
Cl34 6.1753 -3.2403 3.5747  0.51
C31 2.7197 -15.6288 -8.9936  -2.03
Cl35 3.5758 -15.4603 -10.5413  0.51
Cl36 2.0496 -17.2692 -8.8631  0.51
Cl37 3.8521 -15.3434 -7.6560  0.49
Cl38 1.3998 -14.4420 -8.9147  0.51
C32 5.5203 3.5139 8.3883  -2.02
Cl39 4.3431 2.4794 7.5511  0.50
Cl40 6.7136 4.1194 7.2201  0.51
Cl41 4.6755 4.8857 9.1368  0.52
Cl42 6.3483 2.5705 9.6457  0.51
C33 -7.4911 6.8781 -3.9994  -2.00
Cl43 -8.0021 6.8424 -2.2991  0.51
Cl44 -8.8605 6.4325 -5.0395  0.51
Cl45 -6.9373 8.5134 -4.4178  0.53
Cl46 -6.1632 5.7229 -4.2417  0.51
C34 6.6020 9.2883 -1.6009  -2.02
Cl47 4.8816 9.5370 -1.9658  0.49
Cl48 6.7824 8.7990 0.0973  0.52
Cl49 7.2547 8.0168 -2.6557  0.50
Cl50 7.4908 10.8019 -1.8790  0.51
C35 -9.8382 -1.8836 -2.8885  -2.03
Cl51 -9.9709 -0.1429 -2.5552  0.50
Cl52 -8.2637 -2.4789 -2.3202  0.51
Cl53 -11.1386 -2.7487 -2.0414  0.51
Cl54 -9.9817 -2.1642 -4.6377  0.50
C36 -0.2300 4.7733 -7.9212  -2.01
Cl55 -1.7073 5.7510 -7.7813  0.51
Cl56 1.1924 5.8137 -7.6888  0.46
Cl57 -0.2420 3.5023 -6.6806  0.52
Cl58 -0.1632 4.0276 -9.5334  0.51
C37 0.5473 7.6361 2.7648  -2.03
Cl59 -0.6287 6.5916 1.9424  0.52
Cl60 1.7429 8.2270 1.5891  0.50
Cl61 -0.2980 9.0190 3.4957  0.50
Cl62 1.3746 6.7076 4.0310  0.51
C38 -12.3469 6.9959 -2.8101  -2.03
Cl63 -12.5726 6.4765 -4.4942  0.50
Cl64 -11.2575 8.3985 -2.7633  0.50
Cl65 -13.9187 7.4438 -2.1131  0.51
Cl66 -11.6400 5.6649 -1.8702  0.51
C39 10.5397 -0.0067 1.4414  -2.03
Cl67 10.2290 -1.6349 2.0800  0.51
Cl68 10.9250 -0.1133 -0.2900  0.51
Cl69 9.0961 1.0027 1.6655  0.50
Cl70 11.9104 0.7184 2.3095  0.51

Cartesian forces (eV/Å) of the 2 atoms listed first:
C 0.0 0.4 0.7
C -1.5 1.0 2.0

=====

Record 2
ORCA calculation (ωB97M-V with the def2-TZVPD basis set) on a molecular structure, C33H41N7P2S2Ti.

Values from the calculation:
2S+1: 1
Net charge: +4
LUMO in Eh: -0.473

Each line ends with the Löwdin charge.
Element x y z (Å)
Ti1 0.1819 -0.5385 0.6484  0.68
C1 -2.4745 0.2345 2.0521  -0.14
C2 -2.5369 -1.2650 1.7237  -0.12
N1 -1.7378 -1.5557 0.4912  -0.15
C3 -2.5722 -1.4385 -0.7832  -0.18
C4 -3.4902 -0.2279 -0.9779  -0.39
S1 -2.7670 1.3787 -1.5189  0.97
C5 -2.9639 2.4563 -0.0596  -0.38
C6 -1.8026 2.3238 0.9422  -0.21
N2 -1.4928 0.8707 1.1348  -0.17
H1 -3.4466 0.7099 1.9230  0.13
H2 -2.1630 0.4062 3.0795  0.10
H3 -2.1145 -1.8672 2.5270  0.11
H4 -3.5665 -1.5933 1.5765  0.15
H5 -1.4881 -2.5491 0.5275  0.09
H6 -1.8915 -1.5488 -1.6270  0.10
H7 -3.2263 -2.3145 -0.7781  0.15
H8 -4.1614 -0.5143 -1.7891  0.11
H9 -4.1359 -0.0428 -0.1197  0.09
H10 -3.0063 3.4759 -0.4433  0.10
H11 -3.9335 2.2572 0.3946  0.10
H12 -0.9220 2.8466 0.5735  0.10
H13 -2.0711 2.7690 1.9019  0.15
H14 -1.8049 0.5695 0.1998  -0.02
C7 0.6691 2.6689 -3.7511  0.04
C8 0.8351 1.2151 -3.5324  -0.26
N3 1.0520 0.3104 -4.4357  0.20
N4 1.1223 -0.8768 -3.7700  0.11
C9 0.9557 -0.7339 -2.4687  -0.63
S2 1.0107 -1.8965 -1.2002  0.81
N5 0.7907 0.5844 -2.2892  -0.05
N6 0.5544 1.0998 -1.0099  0.09
H15 0.8308 2.8774 -4.8068  0.12
H16 1.3925 3.2417 -3.1693  0.10
H17 -0.3420 2.9901 -3.4926  0.09
H18 1.2965 -1.7291 -4.2919  0.20
H19 -0.3472 1.5851 -1.0466  0.04
H20 1.2985 1.7692 -0.7848  0.10
N7 1.9136 -1.4713 3.1586  -0.27
P1 1.6191 -2.3460 1.7476  0.86
C10 3.0993 -3.1592 1.2012  -0.37
C11 4.0274 -2.5416 0.3508  -0.12
C12 5.2181 -3.1802 0.0607  -0.03
C13 5.4885 -4.4293 0.6152  0.00
C14 4.5697 -5.0464 1.4531  -0.02
C15 3.3693 -4.4208 1.7474  -0.05
C16 0.3597 -3.5822 2.0628  -0.39
C17 -0.0030 -4.4355 1.0086  -0.12
C18 -0.9913 -5.3861 1.2043  -0.02
C19 -1.6056 -5.5083 2.4512  -0.01
C20 -1.2270 -4.6850 3.5038  -0.03
C21 -0.2520 -3.7151 3.3111  -0.09
P2 0.9657 -0.1144 2.9644  0.93
C22 0.3477 0.5332 4.4803  -0.35
C23 -0.7097 -0.1400 5.1174  -0.10
C24 -1.1180 0.2666 6.3716  -0.02
C25 -0.4764 1.3374 6.9943  0.01
C26 0.5718 2.0004 6.3693  -0.01
C27 0.9939 1.6034 5.1107  -0.06
C28 1.8837 1.0744 1.9771  -0.38
C29 1.4590 2.4134 1.9100  -0.09
C30 2.1150 3.3119 1.0833  -0.02
C31 3.1888 2.8800 0.2986  -0.02
C32 3.6216 1.5576 0.3609  -0.02
C33 2.9826 0.6610 1.2048  -0.09
H21 2.5365 -1.7094 3.9262  0.13
H22 3.8104 -1.5797 -0.0960  0.07
H23 5.9388 -2.7175 -0.5993  0.13
H24 6.4216 -4.9269 0.3859  0.14
H25 4.7855 -6.0188 1.8745  0.13
H26 2.6551 -4.9139 2.3960  0.12
H27 0.5124 -4.3937 0.0542  0.10
H28 -1.2590 -6.0598 0.4012  0.13
H29 -2.3577 -6.2709 2.6062  0.13
H30 -1.6714 -4.8183 4.4813  0.13
H31 0.0706 -3.1061 4.1480  0.10
H32 -1.1956 -0.9834 4.6400  0.09
H33 -1.9276 -0.2442 6.8744  0.13
H34 -0.7956 1.6519 7.9793  0.14
H35 1.0675 2.8214 6.8689  0.13
H36 1.8252 2.1135 4.6385  0.12
H37 0.6600 2.7578 2.5541  0.12
H38 1.8235 4.3549 1.0693  0.14
H39 3.7139 3.5896 -0.3294  0.14
H40 4.4837 1.2394 -0.2110  0.14
H41 3.3798 -0.3421 1.3136  0.07

Cartesian forces (eV/Å) of the 2 atoms listed first:
Ti 0.1 0.7 -0.7
C 0.0 0.0 0.0

=====

Record 3
ORCA calculation (ωB97M-V with the def2-TZVPD basis set) on a molecular structure, C20H23Br2N3O in a non-equilibrium geometry.

Values from the calculation:
2S+1: 1
LUMO in Eh: -0.007

Each line ends with the Löwdin charge.
Element x y z (Å)
C1 -4.8136 -3.4778 1.1307  -0.08
C2 -3.7969 -2.3009 0.9915  -0.27
C3 -2.4186 -2.3617 1.0871  -0.07
C4 -1.6437 -1.4090 1.0631  -0.48
C5 -2.1935 -0.2676 0.7808  -0.18
C6 -3.6498 -0.0101 0.8833  0.00
C7 -4.5422 -1.1317 1.0249  -0.06
H1 -5.5399 -0.8281 0.6523  0.12
H2 -4.0367 1.1039 0.6297  0.15
C8 -1.3018 1.0868 0.8852  -0.06
N1 -1.8530 2.2924 -0.0912  -0.15
C9 -1.9713 1.6548 -1.5549  -0.07
H3 -2.5413 0.5370 -1.5816  0.17
C10 -0.4715 1.1792 -1.9376  -0.25
N2 0.5268 1.9304 -1.5492  -0.24
N3 1.6471 1.5414 -0.8835  0.12
C11 2.2396 0.2302 -1.0928  -0.03
C12 3.4771 0.0487 -0.5387  -0.17
C13 4.4104 1.2011 -0.1042  -0.02
C14 5.5278 0.8377 0.5691  -0.60
C15 6.0197 -0.4998 0.2988  -0.19
C16 5.1578 -1.3825 -0.0258  -0.48
C17 4.0022 -1.1035 -0.6332  -0.38
O1 3.1675 -2.1266 -1.0641  0.01
H4 3.6965 -2.8564 -1.4646  0.08
Br1 6.0350 -3.2496 -0.2863  0.64
H5 7.0564 -0.9147 0.7714  0.15
Br2 6.6575 2.3253 1.2027  0.65
H6 3.8329 2.0596 0.1188  0.08
H7 1.7285 -0.4735 -1.5643  0.05
C18 0.1540 3.4122 -1.1804  -0.03
H8 -0.1954 3.7579 -2.1920  0.12
C19 -0.9965 3.3672 -0.0921  -0.26
H9 -0.6726 3.3802 0.8723  0.07
H10 -1.7387 4.0815 -0.3682  0.11
H11 1.0566 4.0255 -0.6996  0.15
H12 -0.4382 1.1222 -3.2437  0.18
H13 -0.3152 0.0833 -1.3852  0.14
H14 -2.2870 2.3923 -2.0761  0.02
H15 -1.5309 1.7675 1.9596  0.18
H16 -0.2102 0.7695 0.9160  0.08
C20 -0.3667 -1.5574 1.4922  0.03
H17 -0.1402 -2.7332 1.4350  0.14
H18 0.1150 -1.2284 2.1395  -0.04
H19 0.2293 -1.2531 0.3025  0.19
H20 -2.0218 -3.5148 1.2196  0.18
H21 -4.3208 -4.4531 0.6187  0.10
H22 -4.9504 -3.8824 2.1215  0.05
H23 -5.7793 -3.1719 0.4428  0.12

Cartesian forces (eV/Å) of the 2 atoms listed first:
C 1.3 -1.9 -4.3
C -3.9 -1.8 1.3

=====

Record 4
ORCA calculation (ωB97M-V with the def2-TZVPD basis set) on C22H22ClN3O3 in the gas phase in a non-equilibrium geometry.

Values from the calculation:
2S+1: 1
LUMO in Eh: 0.009

Each line ends with the Löwdin charge.
Element x y z (Å)
C1 -1.7990 -0.6832 -3.7410  -0.08
H1 -2.7523 -1.1315 -4.0116  0.07
H2 -1.9185 0.3968 -3.7142  0.08
C2 -0.7317 -1.0575 -4.7707  -0.15
C3 0.5855 -0.3712 -4.4562  -0.48
O1 0.8417 0.7328 -4.9017  0.05
N1 1.4668 -1.0288 -3.6630  -0.06
C4 1.2461 -2.2951 -2.9991  -0.11
H3 0.1780 -2.4521 -2.8580  0.11
C5 1.9354 -2.2744 -1.6143  -0.16
N2 1.9962 -0.9224 -1.0999  -0.12
C6 0.7946 -0.3299 -0.7000  -0.25
C7 0.2584 0.8070 -1.3132  -0.02
C8 -0.8945 1.4093 -0.8546  -0.01
C9 -1.5804 0.8863 0.2356  -0.25
C10 -1.0893 -0.2660 0.8407  -0.05
C11 0.0905 -0.8340 0.4024  -0.55
Cl1 0.6948 -2.1824 1.3097  0.73
H4 -1.6141 -0.7127 1.6710  0.12
N3 -2.7568 1.4973 0.6827  0.15
C12 -3.2166 1.6461 1.9588  -0.41
O2 -4.3624 1.9911 2.1749  0.09
C13 -2.2545 1.4201 3.0531  -0.17
C14 -2.5233 1.0869 4.3487  0.09
C15 -1.2648 1.0213 5.0116  -0.15
C16 -0.8436 0.7241 6.3077  -0.02
C17 0.5063 0.7614 6.5749  -0.09
C18 1.4384 1.0857 5.5849  -0.08
C19 1.0492 1.3867 4.2958  0.01
C20 -0.3102 1.3498 4.0251  -0.20
O3 -0.9173 1.5958 2.8452  0.09
H5 1.7604 1.6350 3.5246  0.12
H6 2.4880 1.0988 5.8368  0.10
H7 0.8600 0.5344 7.5695  0.10
H8 -1.5618 0.4723 7.0725  0.11
H9 -3.4944 0.9056 4.7612  0.13
H10 -3.3801 1.8607 -0.0278  0.16
H11 -1.2701 2.2910 -1.3514  0.12
H12 0.7410 1.2272 -2.1807  0.11
C21 2.9261 -0.1437 -1.8944  -0.13
H13 3.9371 -0.4250 -1.5771  0.12
C22 2.7647 -0.4384 -3.4033  -0.10
H14 2.8334 0.4739 -3.9968  0.12
H15 3.5368 -1.1389 -3.7404  0.13
H16 2.7918 0.9136 -1.6728  0.12
H17 2.9631 -2.6387 -1.6878  0.13
H18 1.3930 -2.9227 -0.9289  0.07
H19 1.6465 -3.1215 -3.6029  0.13
H20 -1.0454 -0.6851 -5.7474  0.12
H21 -0.6124 -2.1387 -4.8380  0.10
H22 -1.5306 -1.0169 -2.7403  0.06

Cartesian forces (eV/Å) of the 2 atoms listed first:
C 0.1 -0.1 -0.1
H -0.1 0.0 0.0

=====

Q: What is the formula in the second record?
A: C33H41N7P2S2Ti

=====

Q: Which formula does entry 2 have?
A: C33H41N7P2S2Ti